75
Properties=species:S:1:pos:R:3 method="wB97M-V/def2-TZVPD" e_tot_ha=-4720.041595 spin_multiplicity=3 de_lowest_kcal_mol=0.00 max_force_ev_per_a=0.9 s_squared=2.02 homo_energy_ev="-16.483 / -16.518" charge=+3 gap_ev="5.538 / 5.855"
Mo -0.004 1.233 -0.622
C -1.965 -6.558 -0.049
C -2.692 -5.334 -0.608
C -3.008 -5.584 -2.090
C -3.997 -5.130 0.178
C -1.851 -4.068 -0.491
C -2.373 -2.861 -0.985
C -1.604 -1.742 -0.863
Br -2.194 -0.064 -1.580
C -0.327 -1.734 -0.295
O 0.309 -0.508 -0.241
C 0.238 -2.911 0.185
C -0.584 -4.047 0.070
C 1.619 -3.089 0.817
C 1.434 -3.599 2.255
C 2.465 -1.812 0.876
C 2.398 -4.124 -0.012
H -2.604 -7.433 -0.159
H -1.744 -6.453 1.015
H -1.039 -6.765 -0.589
H -3.592 -6.499 -2.188
H -2.095 -5.705 -2.675
H -3.597 -4.777 -2.530
H -4.614 -6.024 0.098
H -4.584 -4.295 -0.210
H -3.798 -4.952 1.236
H -3.347 -2.830 -1.454
H -0.185 -4.977 0.444
H 0.869 -2.887 2.859
H 2.410 -3.742 2.718
H 0.915 -4.556 2.286
H 2.000 -1.049 1.507
H 2.662 -1.413 -0.122
H 3.428 -2.061 1.323
H 1.903 -5.093 -0.034
H 3.383 -4.272 0.431
H 2.534 -3.788 -1.041
S 3.069 7.787 -2.682
N 3.667 6.589 -1.796
C 2.760 5.625 -1.788
C 2.878 4.357 -1.114
C 4.029 3.924 -0.443
C 4.061 2.656 0.107
C 2.933 1.854 0.030
N 1.816 2.269 -0.589
C 1.786 3.489 -1.191
C 0.624 3.787 -2.002
N -0.316 2.806 -2.119
C -1.328 2.995 -2.976
C -1.473 4.157 -3.719
C -0.543 5.167 -3.589
C 0.542 4.982 -2.723
C 1.617 5.929 -2.568
N 1.686 7.117 -3.148
H 4.888 4.582 -0.387
H 4.946 2.282 0.602
H 2.903 0.866 0.473
H -2.041 2.190 -3.084
H -2.309 4.248 -4.399
H -0.621 6.084 -4.158
N -2.647 2.781 2.169
C -2.288 2.273 1.012
N -0.943 2.198 0.894
C -0.426 2.700 2.120
C 0.872 2.863 2.593
C 1.020 3.400 3.858
C -0.078 3.770 4.644
C -1.371 3.613 4.187
C -1.509 3.072 2.917
H -3.607 2.933 2.457
H -2.992 1.964 0.258
H 1.742 2.581 2.022
H 2.016 3.535 4.258
H 0.093 4.184 5.628
H -2.226 3.894 4.785